1.
DFT (the ωB97M-V functional and the def2-TZVPD basis) results for a structure of composition C35H43GeN6SeTc.

The geometry in ORCA input format:
```
! wB97M-V def2-TZVPD RIJCOSX def2/J DEFGRID3
* xyz 2 1
Tc 0.234 -0.484 -0.136
C -3.140 -3.286 0.933
N -3.436 -2.204 -0.007
C -4.763 -2.267 -0.629
C -2.530 -1.276 -0.332
N -1.675 -0.707 0.542
C -1.782 -0.719 1.957
C -2.911 -0.995 2.719
C -2.793 -1.086 4.097
C -1.556 -0.913 4.709
C -0.458 -0.524 3.958
C -0.598 -0.351 2.590
N 0.388 0.227 1.724
C 1.042 1.344 2.173
N 2.133 1.770 1.558
C 2.635 3.140 1.721
C 2.663 1.034 0.408
N 0.548 2.074 3.206
C 1.388 2.474 4.330
C -0.862 2.435 3.309
N -2.418 -0.874 -1.627
C -1.448 0.146 -1.929
C -2.587 -1.828 -2.735
H -3.746 -3.219 1.834
H -2.087 -3.278 1.204
H -3.365 -4.228 0.431
H -5.496 -2.397 0.166
H -4.853 -3.108 -1.316
H -4.977 -1.340 -1.153
H -3.866 -1.152 2.239
H -3.665 -1.317 4.693
H -1.455 -1.046 5.777
H 0.491 -0.324 4.438
H 1.848 3.789 2.093
H 2.956 3.495 0.743
H 3.486 3.173 2.399
H 3.000 0.047 0.721
H 3.545 1.580 0.073
H 1.012 1.905 -0.654
H 2.392 2.073 4.219
H 0.959 2.071 5.250
H 1.443 3.559 4.422
H -1.395 2.150 2.406
H -0.927 3.519 3.418
H -1.340 1.965 4.169
H -1.485 0.999 -1.247
H -1.595 0.532 -2.937
H -0.392 -0.279 -2.051
H -2.849 -2.806 -2.354
H -1.636 -1.918 -3.264
H -3.352 -1.488 -3.430
Se 1.232 -2.410 -0.271
C 1.598 0.972 -0.681
Ge 2.189 0.988 -2.616
C 2.426 -0.851 -3.213
C 1.677 -1.479 -4.209
C 1.902 -2.811 -4.546
C 2.884 -3.537 -3.893
C 3.647 -2.928 -2.905
C 3.414 -1.604 -2.570
C 3.843 1.999 -2.671
C 5.005 1.535 -2.045
C 6.185 2.260 -2.115
C 6.221 3.459 -2.814
C 5.079 3.928 -3.444
C 3.895 3.203 -3.372
C 0.766 2.050 -3.442
C 0.134 1.795 -4.662
C -0.856 2.638 -5.152
C -1.231 3.765 -4.437
C -0.596 4.056 -3.237
C 0.391 3.210 -2.752
H 0.920 -0.941 -4.754
H 1.320 -3.273 -5.332
H 3.065 -4.569 -4.161
H 4.430 -3.484 -2.406
H 4.016 -1.156 -1.787
H 5.008 0.593 -1.512
H 7.080 1.886 -1.635
H 7.143 4.021 -2.876
H 5.110 4.856 -3.999
H 3.014 3.580 -3.877
H 0.423 0.952 -5.268
H -1.321 2.424 -6.106
H -1.993 4.427 -4.824
H -0.857 4.953 -2.690
H 0.898 3.484 -1.832
*
```

Properties
Largest force on an atom: 0.87 eV/Å
Energy relative to the best compared isomer or geometry (same formula, charge and spin): 0.0 kcal/mol
Highest occupied orbital energy: -13.5 eV
Electronic energy: -169979.784 eV

---

2.
DFT (the ωB97M-V functional and the def2-TZVPD basis) results for a structure of composition C35H43IN5PS2V.

The geometry in ORCA input format:
```
! wB97M-V def2-TZVPD RIJCOSX def2/J DEFGRID3
* xyz 0 4
V -0.746 -0.901 -0.992
C -5.364 1.983 -0.510
S -5.328 0.274 0.047
C -3.910 -0.371 -0.751
S -2.905 0.557 -1.762
N -3.758 -1.653 -0.483
N -2.579 -2.121 -0.949
C -2.513 -3.354 -1.288
C -1.240 -3.802 -1.829
C -1.053 -5.093 -2.310
C 0.158 -5.432 -2.880
C 1.153 -4.467 -2.961
C 0.900 -3.208 -2.449
N -0.263 -2.869 -1.880
H -6.245 2.420 -0.041
H -5.458 2.031 -1.592
H -4.468 2.515 -0.201
H -3.370 -4.018 -1.225
H -1.862 -5.807 -2.239
H 0.325 -6.431 -3.262
H 2.113 -4.683 -3.408
H 1.651 -2.429 -2.471
C -2.914 -1.251 2.679
C -1.868 -0.195 2.316
C -1.574 0.728 3.496
P -0.379 -0.939 1.489
C 0.285 -2.355 2.483
C 0.175 -2.294 4.008
C -0.299 -3.669 1.954
C 0.890 0.351 1.553
C 1.837 0.491 2.563
C 2.783 1.504 2.555
C 3.802 1.642 3.655
C 2.742 2.396 1.484
C 1.827 2.268 0.458
C 0.870 1.234 0.449
N -0.023 1.001 -0.585
C -0.221 2.054 -1.507
C -0.041 1.831 -2.880
C 0.252 0.448 -3.404
C -0.209 2.878 -3.781
C -0.580 4.147 -3.367
C -0.771 5.272 -4.349
C -0.826 4.335 -2.011
C -0.673 3.316 -1.082
C -1.080 3.548 0.347
H -3.863 -0.757 2.896
H -2.624 -1.812 3.567
H -3.098 -1.949 1.862
H -2.284 0.413 1.504
H -1.257 0.165 4.375
H -2.483 1.272 3.764
H -0.800 1.458 3.260
H 1.349 -2.332 2.223
H -0.851 -2.449 4.337
H 0.519 -1.349 4.423
H 0.780 -3.092 4.444
H -1.380 -3.710 2.104
H 0.145 -4.517 2.481
H -0.106 -3.786 0.886
H 1.853 -0.218 3.382
H 3.849 0.737 4.261
H 3.566 2.476 4.320
H 4.800 1.825 3.250
H 3.467 3.203 1.438
H 1.850 2.969 -0.367
H 1.011 -0.069 -2.811
H 0.590 0.477 -4.440
H -0.667 -0.153 -3.407
H -0.056 2.686 -4.838
H -0.424 4.988 -5.342
H -0.223 6.164 -4.040
H -1.825 5.547 -4.429
H -1.180 5.303 -1.667
H -1.821 4.347 0.401
H -0.235 3.827 0.982
H -1.514 2.639 0.767
I 4.459 -2.423 2.390
C 4.096 -1.308 0.669
C 4.879 -0.208 0.364
C 4.562 0.521 -0.769
C 3.474 0.130 -1.531
N 2.731 -0.934 -1.244
C 3.040 -1.644 -0.162
H 5.705 0.080 1.000
H 5.134 1.398 -1.040
H 3.173 0.704 -2.401
H 2.413 -2.505 0.051
*
```

Properties
Largest force on an atom: 1.10 eV/Å
⟨S²⟩: 3.77
Energy relative to the best compared isomer or geometry (same formula, charge and spin): 0.0 kcal/mol
Highest occupied orbital energy (spin up / spin down): -6.6 / -6.7 eV
Electronic energy: -109193.001 eV

---

3.
DFT (the ωB97M-V functional and the def2-TZVPD basis) results for a structure of composition C35H44ClCsO4Se.

The geometry in ORCA input format:
```
! wB97M-V def2-TZVPD RIJCOSX def2/J DEFGRID3
* xyz -2 1
Cs -0.086 1.882 -2.874
C 3.569 -0.692 4.515
C 2.388 0.242 4.783
C 1.363 -0.533 5.625
C 2.901 1.434 5.605
C 1.746 0.737 3.490
C 2.226 0.428 2.225
C 1.609 0.882 1.067
Se 2.286 0.283 -0.626
C 1.313 -1.387 -0.748
C 1.314 -2.230 0.353
C 0.637 -3.441 0.351
C -0.026 -3.783 -0.834
C -0.044 -2.985 -1.963
C 0.643 -1.706 -1.963
O 0.642 -0.924 -2.976
C -0.789 -3.422 -3.228
C -1.419 -4.813 -3.099
C -1.926 -2.436 -3.538
C 0.188 -3.467 -4.412
C 0.578 -4.367 1.564
C -0.881 -4.554 2.008
C 1.169 -5.742 1.217
C 1.359 -3.800 2.752
C 0.473 1.750 1.094
O -0.060 2.229 0.043
C -0.042 2.041 2.420
C 0.603 1.547 3.537
C -1.311 2.887 2.543
C -1.726 3.119 3.999
C -1.089 4.266 1.901
C -2.480 2.173 1.845
H 4.000 -1.027 5.463
H 4.353 -0.189 3.945
H 3.255 -1.575 3.953
H 1.813 -0.881 6.562
H 0.997 -1.402 5.073
H 0.502 0.090 5.872
H 3.350 1.098 6.547
H 2.088 2.124 5.841
H 3.652 1.988 5.039
H 3.098 -0.203 2.103
H 1.846 -1.901 1.235
H -0.556 -4.729 -0.858
H -2.161 -4.850 -2.297
H -0.667 -5.583 -2.908
H -1.925 -5.063 -4.036
H -2.652 -2.430 -2.720
H -2.446 -2.731 -4.457
H -1.525 -1.433 -3.660
H 0.963 -4.217 -4.230
H 0.661 -2.494 -4.538
H -0.343 -3.737 -5.332
H -1.485 -4.982 1.206
H -1.319 -3.591 2.278
H -0.942 -5.222 2.875
H 0.630 -6.202 0.386
H 1.114 -6.419 2.077
H 2.215 -5.640 0.920
H 0.972 -2.822 3.047
H 2.418 -3.684 2.511
H 1.277 -4.476 3.609
H 0.198 1.788 4.514
H -0.962 3.668 4.556
H -1.923 2.177 4.518
H -2.645 3.711 4.017
H -0.305 4.809 2.436
H -2.010 4.858 1.947
H -0.789 4.146 0.862
H -2.685 1.218 2.337
H -2.232 1.983 0.803
H -3.386 2.787 1.894
Cl -2.285 7.844 -8.618
C -2.125 6.533 -7.458
C -3.282 5.914 -6.954
C -3.176 4.890 -6.059
C -1.904 4.369 -5.590
O -1.865 3.403 -4.799
C -0.743 5.057 -6.124
C 0.621 4.743 -5.762
O 1.046 3.888 -5.007
C -0.893 6.113 -7.042
H -4.256 6.258 -7.283
H -4.063 4.406 -5.669
H 1.356 5.411 -6.272
H -0.001 6.597 -7.426
*
```

Properties
Largest force on an atom: 0.14 eV/Å
Energy relative to the best compared isomer or geometry (same formula, charge and spin): 0.0 kcal/mol
Highest occupied orbital energy: -1.6 eV
Electronic energy: -123620.010 eV

---

4.
DFT (the ωB97M-V functional and the def2-TZVPD basis) results for a structure of composition C35H45As4IrSe.

The geometry in ORCA input format:
```
! wB97M-V def2-TZVPD RIJCOSX def2/J DEFGRID3
* xyz 3 2
Ir 0.217 0.443 0.349
C 3.159 -0.917 -1.444
As 2.551 0.039 0.114
C 3.628 1.639 0.041
C 3.262 -0.987 1.604
C 2.947 -0.530 3.036
C 3.881 -1.331 3.960
C 1.518 -0.881 3.451
As -0.016 0.028 2.678
C -0.246 1.693 3.612
C -1.461 -1.036 3.373
C 3.214 0.976 3.200
As 3.030 1.674 5.060
C 4.859 1.485 5.707
C 3.121 3.564 4.565
H 4.247 -0.880 -1.386
H 2.819 -0.428 -2.354
H 2.814 -1.949 -1.436
H 4.619 1.423 0.437
H 3.169 2.443 0.608
H 3.720 1.927 -1.003
H 4.342 -0.965 1.429
H 2.943 -2.022 1.445
H 3.797 -2.403 3.777
H 3.634 -1.154 5.007
H 4.919 -1.039 3.797
H 1.389 -0.671 4.518
H 1.325 -1.947 3.301
H -0.018 1.517 4.664
H -1.283 2.007 3.501
H 0.405 2.466 3.210
H -1.277 -1.071 4.448
H -1.457 -2.041 2.957
H -2.413 -0.555 3.166
H 2.517 1.560 2.586
H 4.229 1.206 2.863
H 5.045 0.477 6.068
H 4.979 2.179 6.537
H 5.585 1.737 4.933
H 2.213 3.877 4.048
H 3.987 3.761 3.931
H 3.221 4.154 5.475
C 1.664 3.586 -4.547
C 0.352 3.139 -4.474
C -0.207 2.819 -3.246
C 0.562 2.984 -2.093
C 1.884 3.430 -2.159
C 2.427 3.741 -3.393
As -0.240 2.651 -0.395
C -2.117 2.906 -0.545
C -3.058 2.130 -1.203
C -4.383 2.540 -1.182
C -4.741 3.687 -0.483
C -3.792 4.442 0.198
C -2.460 4.061 0.175
C -1.338 4.765 0.853
C -1.436 5.949 1.570
C -0.302 6.498 2.158
C 0.942 5.890 2.027
C 1.062 4.709 1.308
C -0.077 4.169 0.732
H 2.097 3.820 -5.510
H -0.242 3.046 -5.373
H -1.233 2.479 -3.192
H 2.467 3.579 -1.263
H 3.440 4.116 -3.459
H -2.772 1.243 -1.753
H -5.134 1.968 -1.710
H -5.777 3.999 -0.464
H -4.102 5.326 0.740
H -2.386 6.457 1.665
H -0.391 7.414 2.726
H 1.815 6.339 2.480
H 2.032 4.239 1.202
Se -2.367 -1.241 0.088
C -4.143 -0.749 0.179
C -4.625 0.174 1.131
C -5.960 0.502 1.146
C -6.829 -0.078 0.217
C -6.362 -0.989 -0.729
C -5.027 -1.335 -0.750
H -3.942 0.614 1.846
H -6.340 1.206 1.874
H -7.880 0.179 0.237
H -7.046 -1.430 -1.441
H -4.655 -2.052 -1.471
*
```

Properties
Largest force on an atom: 3.36 eV/Å
⟨S²⟩: 0.77
Energy relative to the best compared isomer or geometry (same formula, charge and spin): 33.3 kcal/mol
Highest occupied orbital energy (spin up / spin down): -15.5 / -15.5 eV
Electronic energy: -348537.805 eV

---

5.
DFT (the ωB97M-V functional and the def2-TZVPD basis) results for a structure of composition C35H45AsN5O2PtS2.

The geometry in ORCA input format:
```
! wB97M-V def2-TZVPD RIJCOSX def2/J DEFGRID3
* xyz 1 5
Pt 0.144 0.269 0.381
C -0.727 -5.140 -3.670
C -0.021 -5.227 -2.322
N -0.588 -4.298 -1.343
C -1.702 -4.804 -0.545
C -1.248 -5.471 0.751
C -0.095 -3.058 -1.226
S -0.757 -2.095 0.070
N 0.854 -2.720 -2.082
C 1.426 -1.532 -2.231
O 1.072 -0.434 -1.736
C 2.652 -1.588 -3.118
C 3.356 -0.254 -3.389
C 4.666 -0.471 -4.137
C 4.977 -1.910 -4.404
C 3.905 -2.854 -4.703
C 2.746 -2.695 -4.070
H -0.292 -5.858 -4.365
H -0.617 -4.139 -4.087
H -1.791 -5.359 -3.574
H 1.032 -4.990 -2.442
H -0.111 -6.232 -1.909
H -2.239 -5.523 -1.164
H -2.380 -3.981 -0.321
H -0.575 -6.303 0.547
H -2.116 -5.852 1.290
H -0.733 -4.753 1.390
H 2.819 0.680 -3.320
H 5.245 0.332 -4.571
H 5.931 -2.089 -4.883
H 4.079 -3.633 -5.431
H 1.889 -3.333 -4.214
C -3.182 1.099 5.227
C -4.047 1.370 4.002
N -3.581 0.673 2.803
C -4.178 -0.631 2.527
C -5.519 -0.535 1.806
C -2.665 1.245 2.016
S -2.405 0.545 0.430
N -2.114 2.366 2.428
C -0.913 2.856 2.182
O 0.075 2.211 1.735
C -0.704 4.289 2.546
C 0.550 4.864 2.350
C 0.761 6.200 2.648
C -0.279 6.971 3.148
C -1.528 6.401 3.355
C -1.742 5.067 3.054
H -3.577 1.649 6.081
H -2.159 1.427 5.046
H -3.175 0.037 5.477
H -4.054 2.436 3.786
H -5.071 1.044 4.185
H -4.305 -1.133 3.488
H -3.478 -1.214 1.931
H -6.231 0.059 2.378
H -5.936 -1.534 1.675
H -5.393 -0.081 0.824
H 1.356 4.250 1.969
H 1.737 6.639 2.490
H -0.118 8.017 3.375
H -2.338 6.997 3.754
H -2.710 4.612 3.205
C 1.314 -0.328 2.450
C 2.300 -0.591 1.477
C 3.044 0.477 0.880
C 3.733 0.258 -0.283
C 3.751 -1.014 -0.864
C 3.288 -2.114 -0.126
C 2.572 -1.915 1.023
C 3.919 -1.139 -2.324
N 5.195 -1.325 -3.055
H 1.317 0.619 2.972
H 0.824 -1.157 2.947
H 2.985 1.465 1.322
H 4.207 1.079 -0.807
H 3.412 -3.110 -0.532
H 2.134 -2.751 1.553
C 1.863 3.182 -1.381
As 0.168 2.240 -1.221
C -0.306 1.894 -3.076
C -1.054 3.723 -0.918
H 1.706 4.084 -1.971
H 2.599 2.546 -1.868
H 2.221 3.455 -0.390
H -0.040 2.776 -3.657
H -1.380 1.730 -3.138
H 0.212 1.024 -3.467
H -1.020 4.363 -1.799
H -0.775 4.306 -0.045
H -2.067 3.344 -0.791
*
```

Properties
Largest force on an atom: 1.01 eV/Å
⟨S²⟩: 6.06
Energy relative to the best compared isomer or geometry (same formula, charge and spin): 102.8 kcal/mol
Highest occupied orbital energy (spin up / spin down): -9.7 / -10.9 eV
Electronic energy: -134315.852 eV